This record from the OMol25 dataset describes an isolated ion of composition C3H4N3 and charge +1 at a distorted geometry. The level of theory is ωB97M-V/def2-TZVPD.

The HOMO energy (alpha / beta) comes out at -0.61797 / -0.60832 hartree. As for the charge: +1. Its LUMO energy (alpha / beta) is -8.38 / -9.31 eV. For the max |F|, the calculation gives 5.04 eV/Å.

Geometry (Å):
C: 0.848523 -0.283208 -0.516448
N: -0.279950 -0.220482 0.320336
C: -1.217357 0.682228 0.405611
C: -2.099636 0.596482 1.541625
N: -1.659058 -0.526559 2.005529
N: -0.531246 -1.012670 1.329779
H: 1.280734 0.745614 -0.584104
H: 0.663840 -0.307940 -1.631413
H: 1.415099 -1.086754 -0.246438
H: -2.875442 1.253247 2.037636

Forces on the atoms, in the same order (eV/Å):
C 0.07 3.25 -3.85
N -1.37 0.64 1.30
C -2.08 1.30 -0.09
C 0.68 1.27 0.04
N 0.43 -0.87 0.18
N -0.18 -1.07 0.42
H 0.48 -0.95 1.14
H -0.86 -0.87 1.18
H 1.94 -1.73 0.88
H 0.90 -0.97 -1.20

---

This record from the OMol25 dataset describes an isolated ion of composition C3H4N3 and charge +1 at a distorted geometry. The level of theory is ωB97M-V/def2-TZVPD.

The HOMO energy comes out at -0.58880 hartree. As for the charge: +1. Its LUMO energy is -7.39 eV. For the max |F|, the calculation gives 2.20 eV/Å.

Geometry (Å):
H: -2.409357 1.468102 -0.122806
N: -1.743770 0.701110 -0.184920
C: -2.149580 -0.461824 0.044861
N: -1.200202 -1.496696 -0.025794
N: -0.040745 -1.226644 -0.061963
C: 1.036882 -0.694532 -0.071208
C: 2.293951 -0.347771 -0.069244
H: -3.142216 -0.837888 0.293358
H: 2.556232 0.702964 -0.082759
H: 3.110995 -1.061430 -0.060149

Forces on the atoms, in the same order (eV/Å):
H -0.26 -0.26 0.00
N 0.24 -0.02 0.06
C -0.90 1.70 0.02
N 0.40 -2.17 0.06
N -0.21 0.61 -0.04
C 0.66 -0.18 0.01
C 0.19 0.30 -0.04
H 0.14 0.12 -0.08
H -0.07 0.10 0.06
H -0.18 -0.20 -0.05

---

This record from the OMol25 dataset describes C3H4N3O as an isolated structure at a distorted geometry. The level of theory is ωB97M-V/def2-TZVPD.

The HOMO energy (alpha / beta) comes out at -0.06774 / -0.06771 hartree. As for the charge: -1. Its LUMO energy (alpha / beta) is 4.11 / 4.11 eV. For the max |F|, the calculation gives 3.14 eV/Å.

Geometry (Å):
C: 0.381510 1.232530 0.337246
C: 1.855403 -0.273037 -0.251433
C: -0.296485 0.084216 0.169479
N: 1.752078 1.023463 0.022993
N: 0.628054 -0.857348 -0.217938
N: -2.084412 -0.524787 0.132289
O: -2.851991 0.100179 -0.693500
H: 0.039458 2.270013 0.357947
H: 2.670170 -0.921656 -0.702588
H: 0.412090 -1.912164 -0.201124
H: -2.505870 -0.221413 1.046628

Forces on the atoms, in the same order (eV/Å):
C 1.93 0.71 -1.20
C 0.21 0.00 -0.75
C -2.88 -1.18 0.41
N 0.29 -0.85 -0.11
N -1.28 -2.13 0.79
N 0.69 -0.55 0.92
O -0.28 0.69 -1.52
H -0.05 -0.59 0.49
H -0.57 1.49 0.96
H 0.41 2.57 -0.25
H 1.53 -0.15 0.25

---

This record from the OMol25 dataset describes a 2-piece molecular cluster, C3H4N3O2 overall at a distorted geometry. The level of theory is ωB97M-V/def2-TZVPD.

The HOMO energy (alpha / beta) comes out at -0.12233 / -0.12230 hartree. As for the charge: -1. Its LUMO energy (alpha / beta) is 3.90 / 3.90 eV. For the max |F|, the calculation gives 3.83 eV/Å.

Geometry (Å):
C: -1.626384 0.006943 0.212733
C: 0.541012 -1.239365 0.126064
C: -0.563479 -0.587896 0.826131
N: -2.624426 0.618485 0.060861
N: 0.615614 -0.910536 -1.237915
N: 0.657776 1.725425 0.565730
O: 1.002941 1.791818 -0.594225
O: 1.369388 -2.084498 0.499300
H: -0.496503 -0.768557 1.941163
H: -0.146714 -0.281928 -1.443764
H: 1.472081 -0.586782 -1.630348
H: -0.201305 2.316895 0.674272

Forces on the atoms, in the same order (eV/Å):
C -2.32 1.56 1.08
C 0.24 -0.65 -1.07
C 2.90 -1.98 1.54
N 0.99 -0.70 -0.73
N -1.82 0.23 -0.24
N 0.66 0.38 0.16
O 0.08 0.11 -0.13
O -0.45 0.90 1.19
H -0.72 0.36 -1.46
H 0.25 0.31 -0.56
H 0.64 -0.09 0.19
H -0.44 -0.43 0.03

---

This record from the OMol25 dataset describes an isolated ion of composition C3H4N3OS and charge +1 at a distorted geometry. The level of theory is ωB97M-V/def2-TZVPD.

The HOMO energy (alpha / beta) comes out at -0.50836 / -0.49179 hartree. As for the charge: +1. Its LUMO energy (alpha / beta) is -6.43 / -5.96 eV. For the max |F|, the calculation gives 2.99 eV/Å.

Geometry (Å):
C: 2.515771 -0.790370 0.064988
C: 2.438647 0.588624 0.435276
C: -2.378865 0.070859 -0.222740
N: 2.066425 -1.898033 0.154884
N: -1.204684 0.446925 -0.485718
N: -0.009676 0.345567 -0.139453
O: -2.726138 -0.441382 0.942376
S: 1.011806 1.493596 0.248615
H: 3.317317 -0.650261 -0.707404
H: 3.325287 1.162839 0.651303
H: -3.115212 0.231828 -1.005205
H: -3.664911 -0.673009 1.004675

Forces on the atoms, in the same order (eV/Å):
C 1.94 2.02 -1.05
C -1.80 1.10 0.59
C -0.41 -0.17 0.02
N -1.33 -2.09 0.52
N -0.29 1.23 -0.39
N 0.40 -1.75 0.31
O 0.34 0.02 0.12
S 0.75 0.21 0.20
H 0.30 -0.62 -0.29
H 0.09 0.07 0.07
H -0.06 -0.13 0.10
H 0.06 0.12 -0.19

---

This record from the OMol25 dataset describes the molecule C3H4N4. The level of theory is ωB97M-V/def2-TZVPD.

The HOMO energy comes out at -0.34570 hartree. Its LUMO energy is 0.15 eV. For the max |F|, the calculation gives 0.29 eV/Å.

Geometry (Å):
N: -0.895595 -1.735191 -0.493672
C: -0.205931 -0.562331 -0.289509
C: 0.337799 -0.226830 0.968590
N: 0.823422 0.973055 1.180986
C: 0.833235 1.780868 0.106590
N: 0.498436 1.440483 -1.125428
N: -0.040744 0.245757 -1.329166
H: -1.435261 -2.044300 0.302257
H: -1.431350 -1.726701 -1.353183
H: 0.362171 -0.952089 1.780926
H: 1.153819 2.807281 0.251607

Forces on the atoms, in the same order (eV/Å):
N -0.14 -0.08 -0.01
C 0.08 0.28 -0.01
C -0.04 0.09 -0.02
N -0.05 -0.15 -0.24
C 0.00 0.04 -0.07
N 0.00 0.02 0.25
N -0.09 -0.03 0.23
H 0.10 -0.08 -0.11
H 0.13 -0.06 0.09
H -0.06 0.12 -0.06
H 0.08 -0.16 -0.04

---

This record from the OMol25 dataset describes the molecule C3H4N4 at a distorted geometry. The level of theory is ωB97M-V/def2-TZVPD.

The HOMO energy comes out at -0.36556 hartree. Its LUMO energy is 0.31 eV. For the max |F|, the calculation gives 2.72 eV/Å.

Geometry (Å):
C: -2.112009 -0.615255 -0.008185
C: -1.094720 0.033985 0.627341
N: 0.261589 0.263360 0.190721
N: 0.787306 -0.214506 -0.946811
C: 2.068432 0.162296 -0.814109
N: 2.269982 0.772565 0.405547
N: 1.105302 0.823356 1.018532
H: -3.053028 -0.681067 0.549539
H: -1.930355 -0.961985 -1.062506
H: -1.158635 0.503596 1.598910
H: 2.856136 -0.086345 -1.558978

Forces on the atoms, in the same order (eV/Å):
C 2.44 1.21 0.03
C -0.79 -0.46 -0.62
N -1.56 -1.36 -0.90
N 0.81 0.95 0.60
C -0.80 -0.36 0.91
N -0.09 0.00 -0.50
N 1.39 -0.19 -1.24
H 0.38 -0.11 -0.64
H -0.57 0.12 1.38
H -0.39 -0.23 0.11
H -0.82 0.43 0.88

---

This record from the OMol25 dataset describes the molecule C3H4N4. The level of theory is ωB97M-V/def2-TZVPD.

The HOMO energy (alpha / beta) comes out at -0.28258 / -0.28249 hartree. Its LUMO energy (alpha / beta) is 0.17 / 0.17 eV. For the max |F|, the calculation gives 0.38 eV/Å.

Geometry (Å):
N: 1.887921 0.061318 -0.641650
C: 0.682274 0.148275 -0.012487
C: 0.109298 1.336145 0.491233
N: -1.181357 1.378821 0.708337
C: -1.883284 0.264680 0.291976
N: -1.376690 -0.929024 0.245428
N: -0.004909 -0.965163 0.313700
H: 2.260170 0.935704 -0.991512
H: 2.077911 -0.759178 -1.197209
H: -2.950807 0.351055 0.103720
H: 0.379469 -1.822638 0.688464

Forces on the atoms, in the same order (eV/Å):
N -0.17 0.02 0.07
C 0.01 -0.26 0.11
C -0.24 -0.03 -0.18
N 0.20 -0.07 -0.30
C 0.03 -0.17 0.06
N -0.02 0.34 0.15
N 0.11 0.18 -0.01
H -0.04 -0.10 0.19
H -0.06 0.12 0.09
H 0.18 -0.04 0.14
H 0.01 0.01 -0.31

---

This record from the OMol25 dataset describes the molecule C3H4N4 at a distorted geometry. The level of theory is ωB97M-V/def2-TZVPD.

The HOMO energy comes out at -0.34259 hartree. Its LUMO energy is -0.04 eV. For the max |F|, the calculation gives 6.03 eV/Å.

Geometry (Å):
C: -0.702982 0.615343 1.309622
N: -1.524629 0.827137 0.187008
C: -0.872004 0.632730 -1.135078
N: 0.016631 -0.278509 -1.445125
N: 0.275100 -1.208121 -0.468978
C: 1.186456 -0.449626 0.443270
N: 0.670629 0.405320 1.246941
H: -1.008063 0.704048 2.314514
H: -1.197745 1.213143 -2.045881
H: 0.778362 -2.022378 -0.722229
H: 2.378246 -0.439087 0.315935

Forces on the atoms, in the same order (eV/Å):
C -0.76 0.09 -5.98
N 3.78 -0.79 1.81
C 0.23 -0.85 1.39
N -1.78 1.09 -1.45
N 1.45 1.20 3.91
C 0.38 0.90 -0.22
N 0.12 -0.85 -0.52
H -1.19 0.36 0.74
H 0.21 -0.23 1.62
H 0.38 -0.54 -1.51
H -2.81 -0.39 0.22

---

This record from the OMol25 dataset describes the molecule C3H4N4 at a distorted geometry. The level of theory is ωB97M-V/def2-TZVPD.

The HOMO energy comes out at -0.36375 hartree. Its LUMO energy is 0.24 eV. For the max |F|, the calculation gives 2.76 eV/Å.

Geometry (Å):
C: -2.275213 -0.428105 -0.025634
N: -1.400566 0.497021 -0.030023
N: -0.063427 0.130998 0.105720
C: 0.964572 0.994419 0.002695
C: 2.068775 0.193220 -0.062553
N: 1.710270 -1.103675 -0.015284
N: 0.378812 -1.134730 0.007730
H: -3.280196 -0.085113 -0.130162
H: -2.118845 -1.492301 0.094196
H: 0.835587 2.086814 0.031454
H: 3.180231 0.341448 0.021860

Forces on the atoms, in the same order (eV/Å):
C 0.63 0.34 0.16
N 0.06 -0.34 0.17
N 0.21 -0.85 -1.07
C 0.23 1.40 0.29
C 2.35 -0.07 0.79
N -2.73 0.09 -0.38
N 0.92 -0.40 0.61
H -0.55 0.23 -0.09
H 0.43 -0.04 -0.03
H 0.01 -0.91 -0.05
H -1.56 0.56 -0.40

---

no.,electronic energy (eV)
1,-7631.393
2,-7634.379
3,-9690.084
4,-11739.205
5,-20515.098
6,-9135.208
7,-9133.954
8,-9132.855
9,-9132.743
10,-9133.477